Computed, not measured: a molecular structure, C41H36F6N2O2PSSbSeTl, with ωB97M-V with the def2-TZVPD basis set.

The geometry in XYZ format:
```
92
Properties=species:S:1:pos:R:3:mulliken_charge:R:1
Tl -0.900 -0.010 -3.983 0.620
O 1.408 -0.959 -3.926 -0.798
C 2.159 -1.714 -3.224 0.617
C 3.573 -1.733 -3.432 -0.663
C 4.415 -2.589 -2.755 -0.389
C 3.919 -3.481 -1.805 -0.835
C 2.555 -3.456 -1.544 -0.347
C 1.679 -2.598 -2.201 0.112
C 0.247 -2.665 -1.792 0.046
N -0.725 -2.753 -2.840 0.271
N -1.605 -3.627 -2.644 -0.673
C -2.669 -3.535 -3.571 0.272
O -2.933 -2.568 -4.242 -0.599
C -3.530 -4.767 -3.608 0.238
C -3.217 -5.912 -2.882 -0.249
C -4.032 -7.032 -2.966 -0.595
C -5.164 -7.012 -3.768 -0.316
C -5.482 -5.867 -4.490 -0.525
C -4.667 -4.750 -4.410 -0.431
H 3.958 -1.041 -4.172 0.383
H 5.480 -2.564 -2.968 0.351
H 4.574 -4.163 -1.276 0.373
H 2.143 -4.130 -0.796 0.240
H 0.072 -3.443 -1.047 0.355
H -2.338 -5.906 -2.253 0.440
H -3.785 -7.922 -2.400 0.369
H -5.802 -7.886 -3.829 0.361
H -6.369 -5.846 -5.112 0.369
H -4.890 -3.845 -4.960 0.441
S 0.478 2.604 -2.723 -0.580
Sb 0.917 2.096 -0.580 2.096
C -0.714 1.762 0.748 1.132
C -0.699 1.290 2.071 -0.960
C -1.848 1.479 2.835 0.289
C -2.991 2.061 2.305 -1.120
C -3.020 2.459 0.979 -0.534
C -1.871 2.326 0.211 -0.944
C 1.422 4.040 0.200 0.701
C 2.310 4.846 -0.512 -0.680
C 2.567 6.149 -0.111 -0.763
C 1.907 6.680 0.990 -0.468
C 0.982 5.906 1.672 -0.584
C 0.740 4.596 1.277 -0.441
C 2.712 1.012 -0.194 1.157
C 3.903 1.726 -0.304 -0.485
C 5.119 1.100 -0.066 -0.615
C 5.151 -0.240 0.290 -0.825
C 3.967 -0.956 0.388 -1.202
C 2.751 -0.337 0.134 0.144
H 1.115 0.183 1.917 -1.297
H -1.849 1.126 3.861 0.420
H -3.871 2.178 2.928 0.352
H -3.908 2.872 0.520 0.427
H -1.895 2.657 -0.822 0.565
H 2.768 4.468 -1.419 0.442
H 3.263 6.759 -0.675 0.378
H 2.094 7.703 1.296 0.359
H 0.433 6.324 2.508 0.403
H -0.005 4.014 1.808 0.417
H 3.896 2.775 -0.568 0.143
H 6.040 1.663 -0.163 0.409
H 6.098 -0.734 0.469 0.343
H 3.986 -2.010 0.625 0.461
H 1.834 -0.914 0.155 0.175
F -3.352 2.276 -2.573 -0.370
P -4.579 3.328 -2.707 1.321
F -3.696 4.241 -3.704 -0.376
F -5.805 4.390 -2.819 -0.387
F -5.465 2.425 -1.685 -0.375
F -3.992 4.162 -1.432 -0.374
F -5.171 2.499 -3.961 -0.394
C 0.221 -0.242 7.075 -1.585
C 0.346 -0.044 5.596 0.600
C -0.211 -0.958 4.676 -0.728
C -0.147 -0.786 3.328 -0.244
C -0.708 -1.800 2.388 -1.264
C 0.441 0.476 2.728 2.847
Se -0.598 -0.978 -1.109 -0.387
C 1.239 1.265 3.742 -0.092
C 2.187 2.315 3.250 -1.466
C 1.113 1.024 5.072 -0.580
H -0.332 -1.153 7.305 0.361
H -0.302 0.594 7.551 0.293
H 1.203 -0.315 7.555 0.337
H -0.701 -1.849 5.060 0.227
H -1.135 -2.643 2.933 0.440
H 0.060 -2.172 1.705 0.073
H -1.475 -1.370 1.740 0.207
H 2.567 2.078 2.255 -0.022
H 3.043 2.401 3.923 0.543
H 1.717 3.297 3.188 0.241
H 1.675 1.646 5.765 0.399
```

The net charge is -2. The energy is -163189.942 eV. The molar mass is 1170.9 g/mol. The value obtained for the LUMO energy (spin up / spin down) is 3.81 / 3.70 eV. The expectation value of S² is 0.79. As for the energy relative to the best compared isomer or geometry (same formula, charge and spin): 1.346 eV. Its spin multiplicity is 2.